Record 1
17
Properties=species:S:1:pos:R:3:lowdin_charge:R:1 method="wB97M-V/def2-TZVPD" multiplicity=2 e_tot_ha=-457.84906 gap_ev="11.14 / 5.55"
O 0.690 -1.685 -2.056 0.0781
H 0.400 -1.577 -2.911 0.0289
O -0.855 -1.775 0.014 -0.1080
H -0.239 -1.422 0.661 0.0302
H -0.190 -1.711 -1.080 0.0870
O 1.927 0.804 -1.595 -0.1391
H 1.132 1.395 -1.405 0.0510
H 1.286 -0.079 -1.616 0.0528
O -2.341 0.971 -0.036 -0.0303
H -2.010 0.098 -0.163 -0.0305
H -1.515 1.340 0.244 0.0170
O 2.715 3.101 1.373 -0.0562
H 2.980 3.839 0.757 0.0685
H 3.430 2.537 1.230 -0.0121
O -2.679 -2.287 2.337 -0.0723
H -1.860 -2.238 1.848 -0.0271
H -2.869 -1.310 2.399 0.0622

=====

Record 2
31
Properties=species:S:1:pos:R:3:lowdin_charge:R:1 method="wB97M-V/def2-TZVPD" smiles="CC(C)CCC=O.O.O.O.O" multiplicity=1 e_tot_ha=-616.76193 gap_ev=9.79
O -3.322 -2.273 0.060 0.0499
C -2.518 -1.400 -0.154 -0.2736
C -1.976 -0.506 0.945 -0.1413
C -0.643 0.158 0.526 -0.2041
C -0.844 1.654 0.223 -0.4193
C -1.685 1.742 -1.077 -0.0585
C 0.531 2.293 0.064 -0.0786
H -2.265 -1.127 -1.197 0.1206
H -1.784 -1.245 1.712 0.1092
H -2.654 0.224 1.378 0.1264
H -0.042 0.203 1.432 0.0963
H -0.140 -0.431 -0.231 0.0878
H -1.354 2.195 1.021 0.1332
H -2.096 2.744 -1.125 0.0752
H -2.595 1.151 -1.127 0.0654
H -0.964 1.503 -1.856 0.0664
H 0.595 3.377 -0.025 0.0796
H 1.109 1.989 0.944 0.0768
H 1.112 1.861 -0.755 0.0710
H 0.563 0.212 -3.205 0.0275
H 1.548 -1.115 -3.276 0.0335
O 0.665 -0.746 -3.216 -0.0605
H 1.744 -1.793 1.977 0.0185
H 1.736 -1.024 3.232 0.0639
O 2.291 -1.137 2.450 -0.0559
H 3.247 -0.330 -0.332 0.0101
H 3.359 -0.503 1.117 -0.0118
O 3.823 -0.042 0.387 -0.0715
H 1.463 -2.113 -0.046 0.0419
H 0.314 -2.944 -0.306 0.0702
O 0.781 -2.578 0.462 -0.0483

=====

Record 3
51
Properties=species:S:1:pos:R:3:lowdin_charge:R:1 method="wB97M-V/def2-TZVPD" multiplicity=5 e_tot_ha=-5433.29375 gap_ev="8.08 / 8.05"
Fe 0.199 -0.817 -1.599 0.4371
I -1.121 -2.600 -2.974 0.1406
Cl 1.769 1.146 -3.195 0.6783
O 1.343 2.364 -2.550 -0.3239
O 0.608 0.460 -3.744 -0.3937
O 2.758 1.398 -4.182 -0.2856
O 2.283 0.241 -2.157 -0.3946
C -2.464 1.207 2.168 -0.1771
C -1.959 0.464 3.408 -0.1442
O -1.730 -0.881 2.968 -0.1842
S -2.503 -1.204 1.611 0.5904
O -3.484 -2.193 1.832 -0.1932
O -1.552 -1.350 0.577 -0.2538
O -3.197 0.229 1.439 -0.1728
H -1.703 1.769 1.627 0.1081
H -3.178 1.961 2.503 0.1377
H -2.742 0.488 4.164 0.1314
H -1.018 0.888 3.744 0.1157
C -3.627 2.163 -3.810 -0.1593
C -4.147 0.857 -3.224 -0.1398
O -3.862 1.021 -1.822 -0.1657
S -2.441 1.704 -1.686 0.5985
O -1.419 0.730 -1.747 -0.3017
O -2.488 2.586 -0.587 -0.1856
O -2.431 2.444 -3.095 -0.1463
H -4.379 2.949 -3.718 0.1330
H -3.431 2.033 -4.873 0.1399
H -3.617 0.002 -3.647 0.1196
H -5.216 0.737 -3.363 0.1381
C 2.211 -4.589 1.985 -0.1429
C 1.796 -3.352 2.756 -0.1299
O 2.164 -2.266 1.898 -0.1863
S 2.403 -2.713 0.393 0.6000
O 3.756 -2.557 0.063 -0.1654
O 1.382 -2.135 -0.391 -0.2918
O 2.053 -4.246 0.602 -0.1550
H 1.651 -5.482 2.242 0.1402
H 3.275 -4.797 2.119 0.1352
H 2.356 -3.207 3.676 0.1384
H 0.726 -3.312 2.958 0.1365
C 3.912 1.386 0.906 -0.1036
C 3.282 2.506 0.079 -0.1208
O 1.893 2.491 0.459 -0.1567
S 1.453 1.093 1.023 0.5975
O 0.582 0.434 0.112 -0.2852
O 1.014 1.245 2.363 -0.1895
O 2.858 0.392 0.953 -0.2008
H 4.178 1.667 1.925 0.1349
H 4.739 0.893 0.405 0.1444
H 3.397 2.278 -0.977 0.1132
H 3.667 3.475 0.381 0.1407

=====

Record 4
12
Properties=species:S:1:pos:R:3:lowdin_charge:R:1 method="wB97M-V/def2-TZVPD" multiplicity=6 e_tot_ha=-1339.36945 charge=+2 gap_ev="5.27 / 4.11"
C -1.411 -0.794 0.186 0.0573
C -0.071 -0.843 0.265 -0.0289
H -1.959 -1.705 0.417 0.1430
O 0.674 0.210 -0.221 -0.1161
C 1.950 -0.206 -0.563 -0.2673
O 2.779 0.499 0.056 -0.3165
Dy 5.400 0.611 0.125 1.8898
O -1.704 1.611 0.103 0.2192
C -2.254 0.401 -0.034 -0.3467
O -3.421 0.318 -0.362 0.4529
H -0.747 1.587 -0.070 0.1358
H 0.764 -1.687 0.099 0.1776

=====

Record 5
17
Properties=species:S:1:pos:R:3:lowdin_charge:R:1 method="wB97M-V/def2-TZVPD" smiles="C/C=C/c1cc[nH]c1" multiplicity=1 e_tot_ha=-326.81796 gap_ev=8.93
C -0.082 0.808 1.388 -0.0356
C 0.604 0.176 2.382 -0.1034
N 1.532 -0.716 1.805 0.0156
C 1.426 -0.642 0.435 -0.0595
C 0.340 0.212 0.143 -0.2897
C -0.218 0.435 -1.117 -0.1297
C -1.422 -0.077 -1.509 -0.1614
C -1.873 0.005 -2.930 -0.1279
H -0.803 1.588 1.702 0.1182
H 0.574 0.287 3.324 0.0342
H 2.190 -1.243 2.318 0.1245
H 2.118 -1.289 -0.161 0.1311
H 0.387 0.852 -1.996 0.1295
H -1.923 -0.683 -0.728 0.1173
H -2.923 0.327 -2.967 0.0655
H -1.223 0.699 -3.586 0.0999
H -1.767 -1.026 -3.300 0.0712

=====

Record 6
25
Properties=species:S:1:pos:R:3:lowdin_charge:R:1 method="wB97M-V/def2-TZVPD" multiplicity=1 e_tot_ha=-568.35772 charge=+1 gap_ev=6.60
C 1.378 -1.695 -2.128 -0.0192
C 0.264 -1.176 -2.762 -0.0510
C 1.739 -0.883 -1.102 0.0355
C -1.295 -0.646 0.967 -0.2632
C 1.432 1.257 0.995 0.0167
C -0.374 2.198 -0.514 0.0340
C 0.625 1.106 -0.251 -0.2180
N -0.156 -0.132 -2.082 0.1423
N 0.737 0.115 -1.067 -0.0773
N -2.499 -0.325 0.697 -0.0321
N -0.732 -1.787 1.302 0.1047
O -3.551 -1.308 0.328 -0.0570
H 1.771 -2.633 -2.393 0.1092
H -0.323 -1.729 -3.447 0.1275
H 2.412 -0.881 -0.303 0.1064
H 1.733 2.422 0.907 0.1605
H 2.399 0.734 1.240 0.1179
H 0.735 1.317 1.737 0.0569
H -1.218 1.767 0.030 0.0788
H 0.019 3.051 -0.075 0.0701
H -0.643 2.419 -1.521 0.0981
H -2.564 0.576 0.189 0.1237
H 0.169 -1.651 1.721 0.0819
H -1.092 -2.752 1.114 0.1382
H -4.208 -1.478 1.057 0.1154

=====

Record 7
151
Properties=species:S:1:pos:R:3:lowdin_charge:R:1 method="wB97M-V/def2-TZVPD" multiplicity=1 e_tot_ha=-5778.99804 charge=-2 gap_ev=4.29
Sn -1.083 -0.566 0.904 0.6259
C 1.608 -4.747 0.824 -0.1259
C 0.622 -3.939 1.371 -0.1506
N -0.486 -3.657 0.703 0.0917
C -0.614 -4.169 -0.514 -0.2535
C 0.393 -4.959 -1.067 -0.1158
N 1.500 -5.262 -0.399 0.0708
C -1.858 -3.814 -1.262 -0.2388
C -2.232 -4.489 -2.421 0.0312
C -3.384 -4.095 -3.085 -0.1490
C -4.121 -3.042 -2.561 0.0341
C -3.673 -2.418 -1.400 -0.1978
N -2.572 -2.809 -0.770 0.1662
C -4.413 -1.270 -0.791 -0.2027
C -5.496 -0.666 -1.428 -0.1098
N -6.196 0.315 -0.869 0.0816
C -5.779 0.723 0.324 -0.1292
C -4.664 0.177 0.944 -0.0884
N -3.996 -0.828 0.393 0.1221
C -3.820 -4.777 -4.329 -0.1590
C -4.454 -4.081 -5.354 -0.0114
C -4.846 -4.762 -6.495 -0.1522
N -4.655 -6.066 -6.687 0.0406
C -4.046 -6.727 -5.705 -0.1571
C -3.615 -6.139 -4.527 -0.0176
H 2.512 -4.972 1.380 0.0976
H 0.721 -3.489 2.352 0.0640
H 0.327 -5.326 -2.084 0.0993
H -1.618 -5.286 -2.814 0.1046
H -5.047 -2.740 -3.029 0.1031
H -5.802 -0.963 -2.423 0.0991
H -6.338 1.520 0.801 0.1000
H -4.281 0.549 1.888 0.0755
H -4.614 -3.014 -5.282 0.1105
H -5.334 -4.225 -7.301 0.0996
H -3.895 -7.789 -5.863 0.0979
H -3.146 -6.745 -3.764 0.1104
C -3.633 1.328 4.654 -0.1633
C -2.716 0.423 3.859 -0.8156
S -1.705 1.255 2.663 0.4761
C -2.698 -0.905 4.085 -0.8236
C -3.614 -1.486 5.141 -0.1617
S -1.706 -2.059 3.201 0.4112
H -3.538 2.358 4.313 0.0440
H -3.401 1.308 5.725 0.0632
H -4.686 1.035 4.556 0.0614
H -3.475 -1.001 6.114 0.0609
H -3.426 -2.551 5.257 0.0380
H -4.669 -1.359 4.869 0.0644
C -3.029 2.568 -4.669 -0.0297
C -2.227 1.370 -4.163 -0.6424
C -1.535 0.670 -5.332 -0.0333
C -3.141 0.389 -3.427 -0.0303
O -1.198 1.817 -3.298 -0.1162
Si -1.238 2.303 -1.707 -0.0018
O -1.018 1.150 -0.675 -0.4609
O -0.096 3.517 -1.638 -0.1120
C 1.192 3.561 -2.221 -0.6470
C 1.082 4.177 -3.616 -0.0287
C 1.805 2.166 -2.308 -0.0381
C 2.040 4.449 -1.315 -0.0281
O -2.694 3.101 -1.570 -0.1159
C -3.055 4.215 -0.773 -0.6520
C -4.581 4.244 -0.767 -0.0308
C -2.519 4.049 0.643 -0.0493
C -2.521 5.497 -1.409 -0.0335
H -3.826 2.241 -5.344 0.0781
H -2.370 3.252 -5.210 0.0827
H -3.470 3.102 -3.828 0.0668
H -2.259 0.398 -6.107 0.0768
H -1.022 -0.227 -4.988 0.0573
H -0.792 1.343 -5.768 0.0794
H -3.847 -0.074 -4.125 0.0854
H -3.701 0.904 -2.644 0.0767
H -2.535 -0.393 -2.968 0.0731
H 0.446 3.554 -4.245 0.0718
H 2.070 4.264 -4.078 0.0771
H 0.636 5.172 -3.547 0.0804
H 1.158 1.503 -2.885 0.0722
H 1.925 1.733 -1.310 0.0608
H 2.781 2.218 -2.803 0.0853
H 1.602 5.449 -1.257 0.0789
H 3.062 4.534 -1.694 0.0787
H 2.071 4.025 -0.310 0.0821
H -4.971 3.317 -0.352 0.0596
H -4.957 4.343 -1.788 0.0793
H -4.952 5.084 -0.172 0.0798
H -2.874 3.121 1.093 0.0254
H -2.828 4.890 1.272 0.0848
H -1.429 4.001 0.642 0.0819
H -2.904 5.595 -2.428 0.0812
H -1.432 5.476 -1.449 0.0685
H -2.844 6.366 -0.828 0.0776
C 5.598 -1.768 2.189 -0.2427
Si 5.190 -0.142 3.058 0.3032
C 5.520 1.301 1.892 -0.2364
C 6.481 0.007 4.435 -0.2284
Si 2.919 -0.122 3.634 -0.0008
Te 1.877 -0.242 1.403 0.4039
Si 2.440 1.990 4.526 0.3158
C 0.853 1.980 5.516 -0.2164
C 2.280 3.223 3.121 -0.2320
C 3.831 2.613 5.651 -0.2262
Si 2.610 -1.725 5.311 0.3404
C 0.912 -1.804 6.080 -0.2145
C 3.084 -3.459 4.723 -0.2092
C 3.790 -1.284 6.727 -0.2191
H 6.493 -1.677 1.566 0.0208
H 4.761 -2.090 1.567 -0.0046
H 5.783 -2.553 2.926 0.0112
H 6.452 1.151 1.337 0.0238
H 5.605 2.235 2.453 0.0189
H 4.697 1.417 1.183 -0.0207
H 7.475 0.081 3.981 0.0213
H 6.478 -0.868 5.086 0.0044
H 6.325 0.889 5.059 0.0084
H 0.044 1.539 4.928 -0.0053
H 0.566 3.003 5.778 0.0278
H 0.959 1.406 6.441 0.0105
H 1.497 2.899 2.432 0.0047
H 3.208 3.310 2.552 0.0137
H 2.014 4.209 3.514 0.0263
H 3.986 1.968 6.520 0.0093
H 3.583 3.616 6.011 0.0198
H 4.779 2.675 5.111 0.0037
H 0.135 -1.983 5.332 -0.0202
H 0.666 -0.866 6.582 0.0121
H 0.890 -2.609 6.822 0.0283
H 2.225 -3.969 4.283 0.0154
H 3.429 -4.055 5.574 0.0213
H 3.877 -3.440 3.974 0.0007
H 3.494 -0.347 7.204 0.0145
H 4.826 -1.181 6.409 -0.0045
H 3.740 -2.074 7.483 0.0222
C 4.867 -0.093 -1.326 -0.0190
C 4.016 -0.516 -2.476 -0.2873
C 4.381 -0.429 -3.790 -0.0036
C 3.441 -0.866 -4.749 -0.3356
N 2.253 -1.329 -4.456 0.1014
C 1.857 -1.383 -3.147 -0.8149
S 0.345 -1.804 -2.642 0.7257
N 2.795 -1.001 -2.194 0.1022
C 3.774 -0.780 -6.212 -0.0388
H 5.838 0.254 -1.676 0.0855
H 5.003 -0.916 -0.628 0.0774
H 4.368 0.704 -0.772 0.0533
H 5.348 -0.040 -4.072 0.1048
H 2.486 -1.038 -1.218 0.0273
H 4.848 -0.710 -6.382 0.0669
H 3.298 0.108 -6.634 0.0833
H 3.369 -1.648 -6.730 0.0760

=====

Record 8
46
Properties=species:S:1:pos:R:3:lowdin_charge:R:1 method="wB97M-V/def2-TZVPD" multiplicity=1 e_tot_ha=-3933.65067 charge=-1 gap_ev=2.77
Cl -3.755 2.727 1.934 0.7652
C -4.130 1.451 0.841 -0.5729
C -4.940 1.671 -0.226 -0.5852
Cl -5.640 3.220 -0.493 0.7442
C -5.232 0.621 -1.176 -0.4550
O -6.001 0.802 -2.107 0.0743
C -4.572 -0.650 -0.981 -0.5873
Cl -4.841 -1.890 -2.142 0.7529
C -3.762 -0.868 0.086 -0.5744
Cl -2.933 -2.363 0.272 0.8121
C -3.536 0.155 1.080 -0.4372
O -2.876 -0.073 2.082 0.1061
C -0.795 -0.762 -1.880 -0.1009
O 0.461 -1.170 -1.382 -0.2008
C 1.108 -0.262 -0.577 -0.4960
S 2.445 -0.991 0.381 0.7661
C 1.331 -2.078 1.264 -0.2961
C 0.737 -1.647 2.426 -0.0574
C -0.170 -2.464 3.070 -0.0889
C -0.469 -3.705 2.546 -0.1302
C 0.140 -4.135 1.385 -0.1064
C 1.048 -3.317 0.746 -0.0759
O 3.366 -1.790 -0.506 -0.3649
O 3.024 -0.004 1.359 -0.3595
S 0.750 1.491 -0.363 0.7652
C 2.367 2.156 -0.739 -0.3128
C 3.098 2.779 0.245 -0.0768
C 4.342 3.297 -0.052 -0.0816
C 4.847 3.179 -1.330 -0.1010
C 4.114 2.544 -2.311 -0.0835
C 2.869 2.030 -2.011 -0.0639
O -0.176 2.008 -1.436 -0.3912
O 0.379 1.684 1.086 -0.3706
H -0.914 -1.153 -2.889 0.0933
H -1.568 -1.171 -1.233 0.0087
H -0.879 0.322 -1.904 0.0470
H 0.971 -0.664 2.804 0.1139
H -0.656 -2.122 3.970 0.1014
H -1.189 -4.336 3.040 0.0923
H -0.100 -5.101 0.970 0.0962
H 1.527 -3.622 -0.171 0.1114
H 2.694 2.830 1.244 0.1108
H 4.911 3.800 0.713 0.0983
H 5.816 3.588 -1.564 0.0928
H 4.506 2.458 -3.311 0.0978
H 2.284 1.526 -2.763 0.1204